1) {"formula": "C33H88O11", "method": "wB97M-V/def2-TZVPD", "e_lumo_ev": 0.4, "gap_ev": 9.6433, "charge": 0, "smiles": "CC(C)O.CC(C)O.CC(C)O.CC(C)O.CC(C)O.CC(C)O.CC(C)O.CC(C)O.CC(C)O.CC(C)O.CC(C)O", "elements": ["C", "C", "C", "O", "H", "H", "H", "H", "H", "H", "H", "H", "C", "C", "C", "O", "H", "H", "H", "H", "H", "H", "H", "H", "C", "C", "C", "O", "H", "H", "H", "H", "H", "H", "H", "H", "C", "C", "C", "O", "H", "H", "H", "H", "H", "H", "H", "H", "C", "C", "C", "O", "H", "H", "H", "H", "H", "H", "H", "H", "C", "C", "C", "O", "H", "H", "H", "H", "H", "H", "H", "H", "C", "C", "C", "O", "H", "H", "H", "H", "H", "H", "H", "H", "C", "C", "C", "O", "H", "H", "H", "H", "H", "H", "H", "H", "C", "C", "C", "O", "H", "H", "H", "H", "H", "H", "H", "H", "C", "C", "C", "O", "H", "H", "H", "H", "H", "H", "H", "H", "C", "C", "C", "O", "H", "H", "H", "H", "H", "H", "H", "H"], "xyz": [[-2.403, 5.294, -0.865], [-1.290, 5.255, 0.106], [0.031, 4.898, -0.613], [-1.211, 6.524, 0.776], [-2.638, 4.325, -1.304], [-2.139, 6.078, -1.574], [-3.341, 5.521, -0.358], [-1.525, 4.491, 0.848], [0.867, 4.770, 0.075], [0.446, 5.658, -1.275], [-0.117, 3.909, -1.047], [-1.245, 7.234, 0.130], [2.224, 3.148, -4.518], [0.872, 2.527, -4.785], [0.885, 1.199, -5.504], [0.186, 2.298, -3.635], [2.136, 3.939, -3.773], [2.531, 3.664, -5.429], [3.013, 2.483, -4.166], [0.224, 3.231, -5.308], [1.659, 0.600, -5.024], [1.134, 1.302, -6.560], [-0.024, 0.598, -5.520], [-0.462, 1.639, -3.896], [-0.405, -4.201, 0.556], [-1.148, -5.312, 1.327], [-1.862, -6.331, 0.468], [-0.170, -5.885, 2.232], [-1.081, -3.608, -0.060], [0.363, -4.529, -0.144], [0.074, -3.473, 1.210], [-1.845, -4.862, 2.034], [-2.289, -7.209, 0.953], [-1.240, -6.719, -0.338], [-2.743, -5.853, 0.039], [0.200, -5.261, 2.861], [3.271, -3.747, -0.853], [2.793, -2.247, -1.092], [1.597, -2.149, -2.043], [2.420, -1.517, 0.061], [3.972, -3.738, -0.019], [3.675, -4.159, -1.778], [2.446, -4.369, -0.506], [3.592, -1.653, -1.536], [1.525, -1.085, -2.267], [0.636, -2.534, -1.700], [1.902, -2.603, -2.985], [3.199, -1.439, 0.617], [0.538, 1.345, 0.870], [-0.679, 0.496, 0.536], [-1.155, 0.699, -0.973], [-0.353, -0.840, 0.623], [1.412, 1.081, 0.275], [0.805, 1.117, 1.902], [0.323, 2.413, 0.873], [-1.494, 0.605, 1.251], [-0.478, 0.397, -1.772], [-1.319, 1.776, -1.025], [-1.996, 0.026, -1.137], [0.559, -0.928, 0.334], [3.364, 3.880, 3.041], [1.865, 3.776, 3.385], [1.526, 2.595, 4.270], [1.585, 5.008, 4.044], [3.968, 3.839, 3.948], [3.627, 4.790, 2.502], [3.640, 3.051, 2.389], [1.217, 3.762, 2.508], [1.808, 1.622, 3.868], [0.466, 2.551, 4.518], [2.095, 2.663, 5.197], [1.569, 5.687, 3.366], [-2.769, 0.044, 4.081], [-2.169, -1.224, 3.435], [-2.456, -2.431, 4.343], [-2.777, -1.331, 2.162], [-2.752, 0.945, 3.468], [-2.140, 0.225, 4.952], [-3.782, -0.141, 4.439], [-1.127, -0.966, 3.244], [-2.106, -3.399, 3.986], [-3.538, -2.522, 4.444], [-2.017, -2.402, 5.340], [-2.035, -1.248, 1.558], [2.888, -3.853, 2.837], [1.896, -3.275, 3.869], [1.449, -1.873, 3.561], [0.797, -4.093, 4.118], [3.244, -4.827, 3.175], [3.676, -3.119, 2.669], [2.471, -4.095, 1.859], [2.350, -3.207, 4.858], [2.320, -1.218, 3.569], [0.743, -1.577, 4.337], [0.953, -1.747, 2.598], [0.507, -3.966, 5.024], [-2.074, -2.550, -3.127], [-2.856, -2.621, -4.449], [-4.403, -2.597, -4.383], [-2.460, -1.566, -5.238], [-1.000, -2.476, -3.302], [-2.308, -3.501, -2.648], [-2.355, -1.720, -2.479], [-2.552, -3.550, -4.932], [-4.772, -3.493, -3.883], [-4.811, -2.532, -5.391], [-4.764, -1.709, -3.865], [-2.829, -1.710, -6.113], [6.553, 3.014, -1.379], [5.640, 2.145, -0.469], [4.365, 1.754, -1.171], [6.271, 0.970, -0.124], [7.471, 3.282, -0.856], [6.069, 3.970, -1.580], [6.759, 2.530, -2.334], [5.446, 2.777, 0.397], [4.663, 1.313, -2.122], [3.826, 2.653, -1.470], [3.747, 1.080, -0.576], [7.215, 1.132, -0.071], [-5.312, 1.077, 0.720], [-6.085, 0.677, -0.501], [-5.142, 0.522, -1.687], [-6.661, -0.613, -0.324], [-4.341, 0.583, 0.751], [-5.837, 0.901, 1.659], [-5.110, 2.148, 0.741], [-6.830, 1.452, -0.681], [-4.411, -0.275, -1.547], [-4.521, 1.410, -1.800], [-5.661, 0.392, -2.636], [-6.143, -1.085, 0.333]]}



2) {"formula": "C33H88O11", "method": "wB97M-V/def2-TZVPD", "e_lumo_ev": 0.4, "gap_ev": 9.5648, "charge": 0, "smiles": "CC(C)O.CC(C)O.CC(C)O.CC(C)O.CC(C)O.CC(C)O.CC(C)O.CC(C)O.CC(C)O.CC(C)O.CC(C)O", "elements": ["C", "C", "C", "O", "H", "H", "H", "H", "H", "H", "H", "H", "C", "C", "C", "O", "H", "H", "H", "H", "H", "H", "H", "H", "C", "C", "C", "O", "H", "H", "H", "H", "H", "H", "H", "H", "C", "C", "C", "O", "H", "H", "H", "H", "H", "H", "H", "H", "C", "C", "C", "O", "H", "H", "H", "H", "H", "H", "H", "H", "C", "C", "C", "O", "H", "H", "H", "H", "H", "H", "H", "H", "C", "C", "C", "O", "H", "H", "H", "H", "H", "H", "H", "H", "C", "C", "C", "O", "H", "H", "H", "H", "H", "H", "H", "H", "C", "C", "C", "O", "H", "H", "H", "H", "H", "H", "H", "H", "C", "C", "C", "O", "H", "H", "H", "H", "H", "H", "H", "H", "C", "C", "C", "O", "H", "H", "H", "H", "H", "H", "H", "H"], "xyz": [[2.166, -0.932, -4.299], [3.383, -0.487, -5.086], [3.997, -1.643, -5.830], [2.959, 0.523, -6.052], [1.747, -0.103, -3.729], [2.464, -1.709, -3.592], [1.423, -1.369, -4.968], [4.112, -0.070, -4.384], [4.880, -1.341, -6.398], [3.244, -2.093, -6.480], [4.297, -2.425, -5.129], [3.655, 0.561, -6.714], [0.706, -5.980, 1.857], [1.327, -4.675, 1.386], [0.452, -3.479, 1.654], [2.554, -4.443, 2.076], [-0.223, -6.184, 1.321], [0.445, -5.895, 2.912], [1.387, -6.811, 1.670], [1.526, -4.746, 0.308], [0.944, -2.563, 1.310], [0.273, -3.347, 2.724], [-0.497, -3.556, 1.124], [3.147, -5.179, 1.897], [2.558, 2.715, -2.711], [2.187, 3.391, -4.020], [3.445, 3.936, -4.684], [1.495, 2.497, -4.882], [2.965, 3.448, -2.013], [3.351, 1.981, -2.903], [1.729, 2.226, -2.201], [1.537, 4.242, -3.796], [4.120, 4.371, -3.939], [3.294, 4.709, -5.439], [4.018, 3.131, -5.159], [2.124, 1.851, -5.257], [-0.328, -0.124, -1.131], [-1.453, 0.425, -0.262], [-1.953, -0.679, 0.641], [-0.869, 1.520, 0.463], [0.051, 0.637, -1.812], [-0.677, -0.963, -1.739], [0.467, -0.504, -0.483], [-2.214, 0.820, -0.941], [-1.198, -0.959, 1.377], [-2.149, -1.553, 0.012], [-2.892, -0.449, 1.145], [-1.416, 1.701, 1.245], [-3.461, -4.706, -0.073], [-4.144, -5.694, 0.858], [-3.247, -6.178, 1.959], [-5.306, -5.121, 1.473], [-2.721, -5.224, -0.691], [-2.911, -3.943, 0.484], [-4.179, -4.209, -0.728], [-4.474, -6.553, 0.258], [-2.420, -6.725, 1.507], [-3.810, -6.842, 2.613], [-2.846, -5.347, 2.542], [-5.860, -4.740, 0.785], [1.707, 1.271, 2.373], [2.819, 0.971, 3.358], [2.256, 0.552, 4.701], [3.671, -0.067, 2.854], [0.958, 0.478, 2.320], [2.085, 1.441, 1.363], [1.200, 2.211, 2.621], [3.437, 1.859, 3.495], [1.580, 1.294, 5.123], [3.053, 0.333, 5.414], [1.685, -0.378, 4.578], [3.280, -0.911, 3.101], [-1.446, 0.465, -4.619], [-1.895, 1.915, -4.605], [-1.681, 2.603, -3.259], [-1.162, 2.629, -5.588], [-2.009, -0.183, -3.930], [-0.395, 0.321, -4.364], [-1.614, 0.022, -5.604], [-2.948, 2.000, -4.885], [-0.630, 2.453, -2.976], [-2.325, 2.378, -2.410], [-1.756, 3.688, -3.389], [-0.220, 2.551, -5.348], [3.758, -0.276, -0.737], [4.625, -1.492, -0.931], [3.850, -2.794, -0.775], [5.219, -1.399, -2.234], [4.353, 0.624, -0.882], [3.363, -0.269, 0.279], [2.913, -0.305, -1.429], [5.426, -1.472, -0.180], [3.686, -3.059, 0.271], [4.392, -3.632, -1.224], [2.879, -2.724, -1.276], [5.885, -2.091, -2.295], [-2.719, 3.590, 4.444], [-1.864, 2.579, 3.695], [-1.293, 1.522, 4.631], [-2.625, 1.968, 2.652], [-3.635, 3.104, 4.794], [-3.002, 4.427, 3.804], [-2.190, 4.027, 5.294], [-1.038, 3.127, 3.235], [-2.092, 1.010, 5.171], [-0.595, 1.960, 5.346], [-0.741, 0.788, 4.040], [-3.382, 1.503, 3.042], [-1.027, 5.181, 0.544], [0.027, 4.780, -0.458], [0.912, 5.936, -0.842], [0.844, 3.741, 0.068], [-0.568, 5.482, 1.489], [-1.675, 4.322, 0.739], [-1.654, 5.993, 0.167], [-0.538, 4.411, -1.328], [1.187, 6.484, 0.071], [0.376, 6.666, -1.450], [1.844, 5.621, -1.303], [0.349, 2.910, 0.024], [-4.082, -1.626, 3.924], [-5.168, -0.597, 4.137], [-5.176, -0.053, 5.545], [-4.937, 0.473, 3.196], [-3.096, -1.252, 4.211], [-4.057, -1.990, 2.897], [-4.284, -2.525, 4.512], [-6.110, -1.091, 3.872], [-5.941, 0.720, 5.650], [-4.225, 0.465, 5.703], [-5.279, -0.830, 6.298], [-5.725, 1.026, 3.199]]}



It is 2) that is the most stable of them.



1) {"formula": "C8H12", "method": "wB97M-V/def2-TZVPD", "e_lumo_ev": -1.8, "gap_ev": 4.8501, "charge": 0, "smiles": "C=C/C=C/C(=C)CC", "elements": ["C", "C", "C", "C", "C", "C", "C", "C", "H", "H", "H", "H", "H", "H", "H", "H", "H", "H", "H", "H"], "xyz": [[-3.022, 1.957, -1.379], [-2.221, 0.765, -1.045], [-0.892, 0.499, -1.348], [-0.080, -1.013, -0.883], [1.041, -1.015, -0.093], [2.001, -2.049, 0.070], [1.246, 0.262, 0.699], [1.308, -0.019, 2.245], [-4.051, 1.956, -1.335], [-2.717, 2.639, -2.167], [-2.788, -0.066, -0.751], [-0.199, 1.279, -1.769], [-0.641, -1.747, -1.372], [2.070, -2.819, -0.758], [2.599, -1.969, 1.044], [2.122, 0.857, 0.341], [0.355, 0.922, 0.538], [1.236, 0.858, 2.854], [0.430, -0.645, 2.507], [2.205, -0.651, 2.603]]}



2) {"formula": "C8H12", "method": "wB97M-V/def2-TZVPD", "e_lumo_ev": 1.2, "gap_ev": 10.1448, "charge": 0, "smiles": "C[C@H]1C=C[C@@H](C)C=C1", "elements": ["C", "C", "C", "C", "C", "C", "C", "C", "H", "H", "H", "H", "H", "H", "H", "H", "H", "H", "H", "H"], "xyz": [[-2.550, -0.021, 0.671], [-1.494, -0.019, -0.496], [-0.677, 1.250, -0.405], [0.644, 1.311, -0.404], [1.524, 0.091, -0.485], [2.475, -0.031, 0.721], [0.711, -1.193, -0.434], [-0.605, -1.215, -0.458], [-3.342, 0.759, 0.547], [-2.112, 0.041, 1.650], [-2.985, -1.039, 0.620], [-1.972, -0.025, -1.470], [-1.197, 2.243, -0.219], [1.161, 2.287, -0.474], [2.132, 0.058, -1.393], [1.863, -0.135, 1.632], [3.157, 0.816, 0.767], [3.061, -0.917, 0.580], [1.331, -2.077, -0.473], [-1.125, -2.184, -0.477]]}



It is 2) that is the most stable of them.



1) {"formula": "C8H12", "method": "wB97M-V/def2-TZVPD", "e_lumo_ev": 1.0, "gap_ev": 9.3018, "charge": 0, "smiles": "C/C=C(\\C)C1(C)C=C1", "elements": ["C", "C", "C", "C", "C", "C", "C", "C", "H", "H", "H", "H", "H", "H", "H", "H", "H", "H", "H", "H"], "xyz": [[-0.921, 0.247, 2.360], [-0.850, 0.140, 0.877], [0.174, -0.362, 0.103], [1.281, -1.040, 0.692], [0.053, -0.080, -1.342], [-0.044, 1.432, -1.693], [0.715, -0.977, -2.328], [-0.626, -0.976, -2.305], [-0.535, 1.234, 2.629], [-0.277, -0.470, 2.790], [-1.907, 0.200, 2.758], [-1.700, 0.723, 0.423], [1.143, -1.426, 1.696], [1.439, -1.913, 0.057], [2.201, -0.437, 0.646], [-0.785, 1.980, -1.120], [-0.319, 1.463, -2.817], [0.892, 1.921, -1.392], [1.665, -1.185, -2.815], [-1.604, -1.355, -2.299]]}



2) {"formula": "C8H12", "method": "wB97M-V/def2-TZVPD", "e_lumo_ev": 0.1, "gap_ev": 7.4370, "charge": 0, "smiles": "C=C/C(=C\\C)C(=C)C", "elements": ["C", "C", "C", "C", "C", "C", "C", "C", "H", "H", "H", "H", "H", "H", "H", "H", "H", "H", "H", "H"], "xyz": [[-0.273, 1.710, 1.825], [0.379, 1.260, 0.695], [-0.281, -0.009, 0.290], [-1.421, 0.116, -0.410], [-1.517, 0.964, -1.656], [0.553, -1.170, 0.354], [0.015, -2.359, 0.176], [2.091, -0.986, 0.163], [-1.237, 2.217, 1.887], [0.372, 1.917, 2.733], [1.193, 1.532, 0.023], [-2.170, -0.664, -0.429], [-1.093, 0.555, -2.648], [-0.998, 2.046, -1.527], [-2.608, 1.223, -1.730], [-0.918, -2.324, -0.307], [0.597, -3.245, 0.395], [2.384, -0.852, -0.929], [2.525, -1.966, 0.494], [2.405, 0.035, 0.600]]}



3) {"formula": "C8H12", "method": "wB97M-V/def2-TZVPD", "e_lumo_ev": 1.0, "gap_ev": 10.3595, "charge": 0, "smiles": "C=C1[C@H]2CC[C@@H]1CC2", "elements": ["C", "C", "C", "C", "C", "C", "C", "C", "H", "H", "H", "H", "H", "H", "H", "H", "H", "H", "H", "H"], "xyz": [[-2.421, -0.058, -0.368], [-1.073, -0.132, -0.493], [0.139, 0.549, -1.122], [1.275, -0.564, -0.982], [0.713, -1.398, 0.226], [-0.361, -0.563, 0.835], [0.269, 0.688, 1.082], [0.518, 1.565, 0.029], [-2.974, -0.891, 0.316], [-3.213, 0.272, -1.094], [0.112, 1.297, -2.007], [1.265, -1.436, -1.806], [2.348, -0.176, -0.772], [0.154, -2.318, -0.124], [1.509, -1.926, 0.930], [-0.947, -1.136, 1.701], [-0.166, 1.325, 2.018], [1.126, 0.474, 1.567], [1.684, 1.769, -0.134], [0.043, 2.656, 0.197]]}



It is 1) that is the most stable of them.